[1]
Computed, not measured: one molecule with the formula C4H7NOS, with the ωB97M-V functional and the def2-TZVPD basis.

Computed properties:
Spin multiplicity   1
Frontier orbital gap   8.324 eV
E_HOMO   -8.5 eV
Largest force on an atom   4.995 eV Å⁻¹
Energy above the lowest of the compared OMol25 structures with the same formula, charge and spin   128.57 kcal/mol
E   -18628.974 eV
SMILES   CS(C)(=O)=CC#N

XYZ file:
```
14
C4H7NOS, DFT the ωB97M-V functional and the def2-TZVPD basis
N 0.85 1.10 -3.01
C 1.01 1.52 -1.96
H 0.99 -1.32 -0.83
H 0.78 -1.63 0.75
H 1.79 2.39 -0.21
C 1.01 -0.84 0.11
H -2.10 0.80 -0.57
H -1.87 -0.64 0.61
O 0.40 0.94 2.04
C 0.91 2.20 -0.81
H -2.18 0.96 1.23
H 2.02 -0.40 0.42
C -1.70 0.36 0.47
S 0.18 0.70 0.62
```

---

[2]
Computed, not measured: C4H7NOS as an isolated structure, with the ωB97M-V functional and the def2-TZVPD basis.

Computed properties:
Spin multiplicity   1
Frontier orbital gap   9.996 eV
E_HOMO   -9.3 eV
Largest force on an atom   2.366 eV Å⁻¹
Energy above the lowest of the compared OMol25 structures with the same formula, charge and spin   12.72 kcal/mol
E   -18633.998 eV

XYZ file:
```
14
C4H7NOS, DFT the ωB97M-V functional and the def2-TZVPD basis
H 0.90 0.88 1.69
H 1.11 1.77 -0.84
H -1.88 -0.95 0.28
N -1.51 -0.23 -0.36
O 0.50 -2.41 0.18
H 0.34 0.83 -2.08
H -1.66 -0.66 -1.31
H -0.64 1.51 1.34
C -0.10 -0.04 -0.03
C 0.74 0.73 -1.11
H -0.50 -0.14 2.08
C -0.09 0.55 1.37
S 2.05 -0.54 -1.05
C 0.75 -1.30 -0.15
```

---

[3]
Computed, not measured: one molecule with the formula C4H7NOS, with the ωB97M-V functional and the def2-TZVPD basis.

Computed properties:
Spin multiplicity   1
Frontier orbital gap   9.673 eV
E_HOMO   -8.9 eV
Largest force on an atom   9.581 eV Å⁻¹
Energy above the lowest of the compared OMol25 structures with the same formula, charge and spin   83.39 kcal/mol
E   -18630.933 eV
SMILES   C=CN(S)C(C)=O

XYZ file:
```
14
C4H7NOS, DFT the ωB97M-V functional and the def2-TZVPD basis
H 1.95 0.23 -1.19
H 1.97 -1.35 -0.42
N -0.34 -0.26 0.71
C -2.33 -0.36 -0.83
H -0.34 -0.40 -1.80
H -0.24 1.60 2.25
C -1.01 -0.42 -0.69
H -2.95 -0.11 0.09
H -2.94 -0.39 -1.73
C 1.99 -0.33 -0.28
O 1.45 1.09 1.35
S -1.19 0.71 1.84
C 0.99 0.13 0.55
H 2.99 -0.14 0.16
```

---

[4]
Computed, not measured: C4H7NOS2 as an isolated structure, with the ωB97M-V functional and the def2-TZVPD basis.

Computed properties:
Spin multiplicity   1
Frontier orbital gap   7.126 eV
E_HOMO   -7.9 eV
Largest force on an atom   5.420 eV Å⁻¹
Energy above the lowest of the compared OMol25 structures with the same formula, charge and spin   134.78 kcal/mol
E   -29463.946 eV

XYZ file:
```
15
C4H7NOS2, DFT the ωB97M-V functional and the def2-TZVPD basis
C -0.11 -0.05 -0.89
C -0.86 -1.16 1.78
H -0.47 -1.52 2.86
H 1.37 1.92 0.30
H -1.66 -0.25 1.96
H 2.25 2.23 2.48
H 1.89 0.39 2.76
H -1.16 -2.29 1.00
C 0.46 0.06 0.37
S -0.97 -1.57 -1.15
S -0.42 1.40 -1.90
C 1.14 1.12 0.87
H -0.28 1.96 -0.64
N 1.83 1.18 2.02
O 0.47 -0.97 1.39
```

---

[5]
Computed, not measured: one molecule with the formula C4H7NOS2, with the ωB97M-V functional and the def2-TZVPD basis.

Computed properties:
Spin multiplicity   1
Frontier orbital gap   9.364 eV
E_HOMO   -8.7 eV
Largest force on an atom   3.429 eV Å⁻¹
Energy above the lowest of the compared OMol25 structures with the same formula, charge and spin   10.66 kcal/mol
E   -29469.328 eV
SMILES   CS[C@H]1NC(=O)CS1

XYZ file:
```
15
C4H7NOS2, DFT the ωB97M-V functional and the def2-TZVPD basis
S -1.07 0.66 2.03
O 2.17 2.38 1.21
H -0.52 2.52 0.64
H -2.48 -1.20 0.53
H -2.03 -2.42 -0.80
C -0.02 -0.40 1.05
C -0.13 2.08 1.54
C -2.18 -1.40 -0.47
S -0.70 -0.34 -0.79
H 2.11 -0.08 0.47
H -0.05 -1.43 1.30
H -2.88 -0.99 -1.23
N 1.27 0.24 1.02
C 1.24 1.63 1.17
H 0.01 2.73 2.41
```

---

[6]
Computed, not measured: a 2-piece molecular cluster, C4H7NP2 overall, with the ωB97M-V functional and the def2-TZVPD basis.

Computed properties:
Spin multiplicity   3
Frontier orbital gap (alpha / beta)   6.749 / 6.562 eV
E_HOMO (alpha / beta)   -5.9 / -8.8 eV
Largest force on an atom   5.862 eV Å⁻¹
E   -24322.730 eV
<S²>   2.015

XYZ file:
```
14
C4H7NP2, DFT the ωB97M-V functional and the def2-TZVPD basis
H 1.39 1.30 -1.78
H -1.04 0.93 -2.40
C -0.62 0.85 2.33
H 1.27 0.13 -3.10
H 1.40 1.06 3.41
P -1.50 -1.67 0.14
C -1.02 -0.64 -1.04
N -1.24 1.19 1.43
C 1.04 0.30 -2.05
H 0.67 -0.83 3.23
P 0.24 0.37 3.80
H 1.56 -0.44 -1.44
H -1.71 -2.77 -0.71
C -0.44 0.22 -1.83
```

---

[7]
Computed, not measured: C4H7NS as an isolated structure, with the ωB97M-V functional and the def2-TZVPD basis.

Computed properties:
Spin multiplicity   1
Frontier orbital gap   7.666 eV
E_HOMO   -6.9 eV
Largest force on an atom   7.709 eV Å⁻¹
Energy above the lowest of the compared OMol25 structures with the same formula, charge and spin   86.67 kcal/mol
E   -16583.173 eV

XYZ file:
```
13
C4H7NS, DFT the ωB97M-V functional and the def2-TZVPD basis
C -0.88 1.56 -1.04
S -2.12 -0.44 0.71
C -0.93 0.34 -0.28
C 1.68 -0.75 0.35
C 0.25 -0.51 0.53
H -0.63 -1.89 1.94
H 1.78 -1.84 0.21
H -0.55 2.42 -0.54
H 2.38 -0.41 1.02
H 1.81 -0.41 -0.66
H -1.78 1.87 -1.48
H -0.26 1.35 -1.88
N -0.75 -1.29 1.12
```

---

[8]
Computed, not measured: C4H7NS as an isolated structure, with the ωB97M-V functional and the def2-TZVPD basis.

Computed properties:
Spin multiplicity   1
Frontier orbital gap   8.247 eV
E_HOMO   -8.6 eV
Largest force on an atom   4.837 eV Å⁻¹
Energy above the lowest of the compared OMol25 structures with the same formula, charge and spin   183.14 kcal/mol
E   -16578.990 eV

XYZ file:
```
13
C4H7NS, DFT the ωB97M-V functional and the def2-TZVPD basis
C -1.17 -0.54 2.14
H -1.92 -1.27 -0.49
H 0.53 0.36 -1.42
S 1.04 1.30 -0.77
C 0.00 -1.33 -1.51
H 1.01 -1.61 -1.30
H -0.13 -1.40 2.77
H -2.19 -1.64 1.36
N 0.30 0.81 0.74
H -0.40 -1.77 -2.47
C -0.34 -0.34 0.78
H -1.61 0.57 2.76
C -0.83 -1.08 -0.42
```

---

Among the records above, which one has the highest largest force on an atom? number 3